1.
Below is a single CH2N2S2 molecule at a distorted geometry, with properties calculated with ωB97M-V/def2-TZVPD.

HOMO level: -9.73 eV
LUMO level: -0.104 eV
Max |F|: 0.061 Eh/bohr
Relative energy (zero: lowest compared OMol25 entry of this formula, charge and spin): 146.1 kJ/mol
DFT total energy: -25717.6967 eV
Orbital gap: 9.627 eV

ORCA input file:
```
! wB97M-V def2-TZVPD RIJCOSX def2/J DEFGRID3
* xyz 0 1
C -0.713 -0.017 -1.198
N -1.377 -0.100 -2.162
N -0.073 0.026 -0.027
S -0.934 0.006 1.439
S 1.381 -0.964 -0.129
H -0.302 0.917 2.243
H 2.019 0.131 -0.165
*
```

Charges in e, computed with natural (NBO), in the same order as the atoms: number 1, C, carries 0.383; number 2, N, carries -0.337; number 3, N, carries -0.750; number 4, S, carries 0.237; number 5, S, carries 0.241; number 6, H, carries 0.122; number 7, H, carries 0.104

2.
Below is a molecular structure, C16H19Cl2N2O4STi, with properties calculated with ωB97M-V/def2-TZVPD.

HOMO level: -16.59 eV
LUMO level: -11.435 eV
Max |F|: 0.005 Eh/bohr
Relative energy (zero: lowest compared OMol25 entry of this formula, charge and spin): 122.5 kJ/mol
DFT total energy: -87042.0136 eV
Orbital gap: 5.152 eV

ORCA input file:
```
! wB97M-V def2-TZVPD RIJCOSX def2/J DEFGRID3
* xyz 3 1
Ti -0.027 1.306 -0.089
C -3.814 1.539 1.794
C -2.991 1.785 0.591
O -1.710 1.659 0.651
N -3.497 2.154 -0.553
C -2.657 2.461 -1.721
C -2.108 1.221 -2.391
C -2.722 0.759 -3.535
C -2.247 -0.384 -4.170
C -1.157 -1.035 -3.627
C -0.575 -0.524 -2.485
N -1.026 0.585 -1.862
H -3.498 2.235 2.574
H -3.618 0.530 2.161
H -4.876 1.664 1.601
H -4.501 2.264 -0.626
H -1.864 3.142 -1.408
H -3.279 3.001 -2.429
H -3.569 1.297 -3.938
H -2.723 -0.748 -5.071
H -0.743 -1.925 -4.078
H 0.289 -1.003 -2.054
C 1.694 -5.862 2.600
C 1.745 -4.435 2.157
C 2.930 -3.704 2.234
C 2.979 -2.377 1.854
C 1.810 -1.780 1.383
C 0.605 -2.485 1.290
C 0.586 -3.803 1.677
S 1.894 -0.143 0.916
O 0.700 0.631 1.542
O 3.151 0.453 1.148
O 1.372 0.030 -0.533
H 2.686 -6.306 2.635
H 1.062 -6.457 1.942
H 1.265 -5.919 3.604
H 3.829 -4.182 2.600
H 3.898 -1.811 1.919
H -0.301 -2.008 0.935
H -0.337 -4.365 1.616
Cl 0.872 3.213 -0.528
C 5.050 7.250 -0.160
Cl 5.825 8.214 0.832
H 4.225 7.650 -0.745
H 5.372 6.216 -0.256
*
```

Charges in e, computed with natural (NBO), in the same order as the atoms: number 1, Ti, carries 1.564; number 2, C, carries -0.705; number 3, C, carries 0.758; number 4, O, carries -0.663; number 5, N, carries -0.491; number 6, C, carries -0.280; number 7, C, carries 0.213; number 8, C, carries -0.211; number 9, C, carries -0.068; number 10, C, carries -0.216; number 11, C, carries 0.087; number 12, N, carries -0.536; number 13, H, carries 0.292; number 14, H, carries 0.282; number 15, H, carries 0.262; number 16, H, carries 0.452; number 17, H, carries 0.246; number 18, H, carries 0.269; number 19, H, carries 0.254; number 20, H, carries 0.267; number 21, H, carries 0.270; number 22, H, carries 0.249; number 23, C, carries -0.654; number 24, C, carries 0.104; number 25, C, carries -0.210; number 26, C, carries -0.121; number 27, C, carries -0.397; number 28, C, carries -0.176; number 29, C, carries -0.195; number 30, S, carries 2.367; number 31, O, carries -0.844; number 32, O, carries -0.821; number 33, O, carries -0.895; number 34, H, carries 0.245; number 35, H, carries 0.244; number 36, H, carries 0.258; number 37, H, carries 0.251; number 38, H, carries 0.259; number 39, H, carries 0.211; number 40, H, carries 0.241; number 41, Cl, carries -0.160; number 42, C, carries -0.014; number 43, Cl, carries 0.503; number 44, H, carries 0.256; number 45, H, carries 0.255

3.
Below is a molecular structure, C24H26CrF6N5O4S2 at a distorted geometry, with properties calculated with ωB97M-V/def2-TZVPD.

HOMO level (alpha / beta): -7.84 / -8.08 eV
LUMO level (alpha / beta): -1.639 / -0.714 eV
Max |F|: 0.068 Eh/bohr
Relative energy (zero: lowest compared OMol25 entry of this formula, charge and spin): 0.0 kJ/mol
DFT total energy: -107343.4954 eV
Orbital gap (alpha / beta): 6.201 / 7.364 eV

ORCA input file:
```
! wB97M-V def2-TZVPD RIJCOSX def2/J DEFGRID3
* xyz 0 4
Cr -0.196 0.750 1.224
C 1.187 3.570 -0.852
C 0.202 3.540 0.305
C -1.306 3.264 -0.017
N -1.545 1.852 0.272
C -2.656 1.210 -0.087
C -3.541 1.606 -1.140
C -4.468 0.776 -1.819
C -5.101 -0.392 -1.410
C -5.045 -0.955 -0.133
C -3.969 -0.811 0.800
C -2.762 -0.134 0.589
N -1.602 -0.476 1.224
C -1.512 -1.627 2.225
C -1.300 -1.138 3.646
C 0.020 -0.514 3.973
N 0.789 -0.036 2.796
C 2.117 -0.056 2.837
C 2.901 -0.281 3.982
C 4.267 -0.287 4.148
C 5.265 -0.228 3.168
C 5.158 -0.176 1.776
C 3.995 0.103 1.028
C 2.681 0.316 1.445
N 1.766 0.825 0.570
C 2.180 1.197 -0.771
C 1.370 2.246 -1.545
H 2.059 3.876 -0.267
H 0.957 4.364 -1.547
H 0.266 4.475 0.874
H 0.560 2.842 1.055
H -1.535 3.426 -1.092
H -2.060 3.900 0.530
H -3.401 2.624 -1.549
H -4.671 1.116 -2.828
H -5.817 -0.857 -2.114
H -5.799 -1.657 0.083
H -4.070 -1.285 1.765
H -0.759 -2.287 1.808
H -2.478 -2.148 2.272
H -1.442 -2.001 4.345
H -2.118 -0.414 3.814
H 0.682 -1.353 4.411
H 0.023 0.281 4.723
H 2.307 -0.478 4.848
H 4.537 -0.544 5.164
H 6.243 -0.152 3.661
H 5.997 -0.460 1.162
H 4.171 0.124 -0.048
H 2.186 0.268 -1.348
H 3.179 1.537 -0.645
H 0.349 1.837 -1.790
H 1.823 2.384 -2.520
F 0.399 -4.087 -2.458
C -0.925 -3.793 -2.184
F -1.647 -4.214 -3.227
F -1.301 -4.450 -1.066
S -0.916 -1.950 -2.083
O 0.129 -1.688 -1.080
O -2.294 -1.619 -1.695
N -0.521 -1.460 -3.549
S 0.791 -0.832 -4.134
O 0.577 0.515 -4.628
O 1.917 -1.054 -3.288
C 0.899 -2.000 -5.674
F 0.652 -3.201 -5.160
F 2.153 -2.029 -6.131
F 0.004 -1.699 -6.643
*
```

Charges in e, computed with natural (NBO), in the same order as the atoms: number 1, Cr, carries 1.471; number 2, C, carries -0.401; number 3, C, carries -0.372; number 4, C, carries -0.235; number 5, N, carries -0.651; number 6, C, carries 0.197; number 7, C, carries -0.244; number 8, C, carries -0.127; number 9, C, carries -0.218; number 10, C, carries -0.119; number 11, C, carries -0.286; number 12, C, carries 0.386; number 13, N, carries -0.618; number 14, C, carries -0.230; number 15, C, carries -0.427; number 16, C, carries -0.235; number 17, N, carries -0.645; number 18, C, carries 0.224; number 19, C, carries -0.299; number 20, C, carries -0.129; number 21, C, carries -0.266; number 22, C, carries -0.122; number 23, C, carries -0.303; number 24, C, carries 0.329; number 25, N, carries -0.630; number 26, C, carries -0.258; number 27, C, carries -0.407; number 28, H, carries 0.203; number 29, H, carries 0.216; number 30, H, carries 0.218; number 31, H, carries 0.166; number 32, H, carries 0.197; number 33, H, carries 0.203; number 34, H, carries 0.223; number 35, H, carries 0.225; number 36, H, carries 0.225; number 37, H, carries 0.216; number 38, H, carries 0.219; number 39, H, carries 0.229; number 40, H, carries 0.210; number 41, H, carries 0.231; number 42, H, carries 0.207; number 43, H, carries 0.191; number 44, H, carries 0.205; number 45, H, carries 0.214; number 46, H, carries 0.218; number 47, H, carries 0.218; number 48, H, carries 0.224; number 49, H, carries 0.234; number 50, H, carries 0.252; number 51, H, carries 0.186; number 52, H, carries 0.206; number 53, H, carries 0.245; number 54, F, carries -0.329; number 55, C, carries 0.722; number 56, F, carries -0.307; number 57, F, carries -0.310; number 58, S, carries 2.231; number 59, O, carries -0.957; number 60, O, carries -0.951; number 61, N, carries -1.254; number 62, S, carries 2.244; number 63, O, carries -0.934; number 64, O, carries -0.937; number 65, C, carries 0.754; number 66, F, carries -0.315; number 67, F, carries -0.314; number 68, F, carries -0.310

4.
Below is a molecular structure, C22H41ClNP3RhS at a distorted geometry, with properties calculated with ωB97M-V/def2-TZVPD.

HOMO level (alpha / beta): -14.56 / -16.96 eV
LUMO level (alpha / beta): -8.251 / -12.322 eV
Max |F|: 0.082 Eh/bohr
Relative energy (zero: lowest compared OMol25 entry of this formula, charge and spin): 73.4 kJ/mol
DFT total energy: -79171.8826 eV
Orbital gap (alpha / beta): 6.311 / 4.639 eV

ORCA input file:
```
! wB97M-V def2-TZVPD RIJCOSX def2/J DEFGRID3
* xyz 3 5
Rh 0.355 -0.151 0.094
P -0.515 1.823 1.246
P -1.859 -1.075 0.089
P 2.612 0.750 0.518
H 0.678 -1.025 -2.454
C 1.232 -0.851 -1.503
C 1.062 -1.876 -0.463
H 0.332 -2.678 -0.686
C -0.801 3.019 -0.114
C -2.116 1.810 2.156
C 0.461 2.746 2.515
C -2.193 -2.684 -0.735
C -2.825 -1.332 1.645
C -2.797 0.055 -0.991
C 4.121 0.057 -0.244
C 3.240 0.834 2.244
C 2.627 2.420 -0.261
H 2.269 -0.470 -1.683
H 1.980 -2.225 0.018
H -1.383 3.871 0.262
H -1.353 2.529 -0.925
H 0.151 3.381 -0.516
H -2.229 2.773 2.677
H -2.122 1.012 2.911
H -2.974 1.674 1.486
H -0.170 3.557 2.912
H 1.382 3.191 2.124
H 0.713 2.084 3.354
H -3.246 -2.930 -0.548
H -1.565 -3.476 -0.314
H -2.028 -2.607 -1.815
H -3.516 -0.504 1.838
H -2.157 -1.429 2.508
H -3.414 -2.258 1.570
H -3.729 -0.419 -1.325
H -2.187 0.271 -1.874
H -3.041 0.998 -0.498
H 5.019 0.555 0.156
H 4.163 0.172 -1.336
H 4.219 -1.014 -0.022
H 4.312 1.069 2.222
H 3.100 -0.152 2.705
H 2.716 1.578 2.852
H 3.664 2.702 -0.493
H 2.180 3.186 0.383
H 2.062 2.381 -1.202
C 0.149 0.547 -4.610
C -0.471 1.794 -4.303
C -1.854 1.894 -4.354
C -2.627 0.770 -4.651
C -2.029 -0.472 -4.860
C -0.645 -0.591 -4.864
S 1.900 0.425 -4.630
H 2.068 -0.856 -4.808
H 0.146 2.654 -4.017
H -2.334 2.854 -4.139
H -3.705 0.863 -4.689
H -2.629 -1.361 -5.026
H -0.174 -1.556 -5.036
Cl 0.059 -1.081 6.089
C 0.376 -1.873 4.595
C 0.618 -3.256 4.535
C 0.772 -3.862 3.288
C 0.605 -3.062 2.157
N 0.461 -1.731 2.218
C 0.357 -1.122 3.409
H 0.674 -3.810 5.461
H 0.988 -4.926 3.141
H 0.626 -3.546 1.177
H 0.238 -0.037 3.437
*
```

Charges in e, computed with natural (NBO), in the same order as the atoms: number 1, Rh, carries 0.654; number 2, P, carries 0.921; number 3, P, carries 1.040; number 4, P, carries 0.990; number 5, H, carries 0.227; number 6, C, carries -0.735; number 7, C, carries -0.441; number 8, H, carries 0.225; number 9, C, carries -0.948; number 10, C, carries -0.934; number 11, C, carries -0.931; number 12, C, carries -0.939; number 13, C, carries -0.949; number 14, C, carries -0.969; number 15, C, carries -0.959; number 16, C, carries -0.947; number 17, C, carries -0.954; number 18, H, carries 0.246; number 19, H, carries 0.242; number 20, H, carries 0.269; number 21, H, carries 0.238; number 22, H, carries 0.253; number 23, H, carries 0.271; number 24, H, carries 0.259; number 25, H, carries 0.245; number 26, H, carries 0.272; number 27, H, carries 0.248; number 28, H, carries 0.253; number 29, H, carries 0.273; number 30, H, carries 0.256; number 31, H, carries 0.245; number 32, H, carries 0.262; number 33, H, carries 0.257; number 34, H, carries 0.269; number 35, H, carries 0.276; number 36, H, carries 0.237; number 37, H, carries 0.253; number 38, H, carries 0.275; number 39, H, carries 0.244; number 40, H, carries 0.262; number 41, H, carries 0.265; number 42, H, carries 0.262; number 43, H, carries 0.253; number 44, H, carries 0.280; number 45, H, carries 0.250; number 46, H, carries 0.237; number 47, C, carries -0.151; number 48, C, carries -0.111; number 49, C, carries -0.221; number 50, C, carries -0.044; number 51, C, carries -0.197; number 52, C, carries -0.175; number 53, S, carries 0.457; number 54, H, carries 0.157; number 55, H, carries 0.246; number 56, H, carries 0.267; number 57, H, carries 0.260; number 58, H, carries 0.266; number 59, H, carries 0.252; number 60, Cl, carries 0.087; number 61, C, carries 0.034; number 62, C, carries -0.177; number 63, C, carries -0.201; number 64, C, carries 0.009; number 65, N, carries -0.455; number 66, C, carries -0.051; number 67, H, carries 0.269; number 68, H, carries 0.266; number 69, H, carries 0.210; number 70, H, carries 0.204

Among the records above, which one has the highest relative energy (zero: lowest compared OMol25 entry of this formula, charge and spin)?
CH2N2S2

Which of these has the highest DFT total energy?
CH2N2S2

What is the max |F| in the second record?
0.005 Eh/bohr

Which of these has the lowest relative energy (zero: lowest compared OMol25 entry of this formula, charge and spin)?
C24H26CrF6N5O4S2